1.
C36H42CoN3O5P2 as an isolated structure in a non-equilibrium geometry. Source: the OMol25 dataset; level of theory: ωB97M-V/def2-TZVPD.

```
! RIJCOSX wB97M-V def2-TZVPD def2/J DEFGRID3
* xyz 1 4
Co 12.19 12.51 10.03
N 12.88 9.68 11.05
P 12.71 11.08 12.18
C 11.45 10.56 13.35
C 11.66 9.56 14.33
C 10.64 9.16 15.21
C 9.39 9.66 15.06
C 9.14 10.64 14.12
C 10.13 11.01 13.24
C 14.11 11.12 13.28
C 14.19 12.31 14.00
C 15.21 12.35 14.97
C 16.25 11.39 14.88
C 16.20 10.23 14.12
C 15.02 10.08 13.39
P 11.87 10.06 9.79
C 10.26 9.50 10.34
C 9.98 8.45 11.20
C 8.72 8.19 11.56
C 7.66 8.87 11.03
C 7.88 9.87 10.11
C 9.19 10.17 9.76
C 12.54 9.04 8.50
C 13.93 8.73 8.45
C 14.41 8.08 7.42
C 13.62 7.69 6.35
C 12.26 7.98 6.33
C 11.72 8.63 7.40
H 12.75 8.76 11.51
H 12.62 9.03 14.44
H 10.86 8.42 15.98
H 8.63 9.22 15.66
H 8.14 10.93 13.81
H 9.94 11.80 12.56
H 13.53 13.15 13.91
H 15.37 13.19 15.55
H 17.12 11.44 15.49
H 16.98 9.50 14.06
H 14.90 9.18 12.80
H 10.84 7.90 11.64
H 8.50 7.36 12.19
H 6.61 8.65 11.33
H 7.15 10.42 9.54
H 9.31 11.03 9.09
H 14.51 9.12 9.27
H 15.49 7.86 7.32
H 14.15 7.06 5.66
H 11.54 7.59 5.57
H 10.70 8.83 7.39
C 11.53 12.69 6.97
O 12.62 12.96 7.93
C 13.91 12.51 7.56
C 14.87 13.06 8.55
O 14.36 12.79 9.82
C 15.12 13.45 10.85
H 11.55 11.62 6.71
H 11.82 13.12 6.04
H 10.55 13.14 7.27
H 14.17 12.90 6.56
H 13.89 11.40 7.49
H 15.01 14.12 8.49
H 15.85 12.66 8.25
H 15.20 12.83 11.73
H 14.85 14.46 11.08
H 16.20 13.51 10.50
C 9.77 15.58 14.18
C 10.52 16.75 13.43
C 10.94 16.34 12.00
C 11.91 17.37 11.38
C 12.65 17.07 10.06
C 9.71 16.45 11.08
O 8.86 17.33 11.11
N 9.52 15.44 10.11
C 10.34 14.32 10.07
O 10.12 13.27 9.37
N 11.42 14.19 10.92
C 11.62 15.00 12.02
O 12.39 14.68 12.85
H 9.56 15.78 15.26
H 10.41 14.73 14.28
H 8.85 15.34 13.70
H 11.46 17.02 13.93
H 9.86 17.68 13.36
H 12.72 17.53 12.14
H 11.52 18.39 11.31
H 13.23 16.19 10.11
H 13.28 17.96 9.95
H 11.94 16.99 9.23
H 8.94 15.66 9.33
*
```

Values from the calculation:
HOMO-LUMO gap (alpha / beta) ... 0.3229 / 0.3221 Ha
Energy ... -108921.2671 eV
ΔE to the lowest compared entry with this formula, charge and spin ... 1.034 eV
Expectation value of S² ... 3.760

2.
C25H5AsF15GeMoNS6 as an isolated structure in a non-equilibrium geometry. Source: the OMol25 dataset; level of theory: ωB97M-V/def2-TZVPD.

```
! RIJCOSX wB97M-V def2-TZVPD def2/J DEFGRID3
* xyz 2 1
Mo -0.06 2.22 -0.79
S -2.90 6.94 0.02
As -2.05 5.15 0.19
S -1.98 3.44 -1.23
S 0.34 3.12 1.12
S -1.08 4.39 1.95
S 4.00 1.96 -3.13
C 2.84 1.97 -1.91
N 1.61 2.41 -2.15
C 1.58 2.85 -3.50
C 0.51 3.42 -4.15
C 0.63 3.92 -5.44
C 1.85 3.77 -6.09
C 2.94 3.22 -5.47
C 2.81 2.70 -4.20
H 3.13 1.55 -0.94
H -0.34 3.66 -3.53
H -0.20 4.45 -5.82
H 1.93 4.27 -7.00
H 3.89 3.09 -5.99
F 1.96 -0.22 2.19
C 0.91 0.04 3.05
C -0.40 -0.31 2.60
C -1.41 0.08 3.45
F -2.67 -0.20 3.13
C -1.20 0.87 4.63
F -2.19 1.23 5.35
C 0.10 1.16 5.02
F 0.37 1.84 6.08
C 1.18 0.79 4.16
F 2.41 1.21 4.44
Ge -0.63 -1.49 1.05
S -0.82 0.24 -0.55
C 0.92 -2.61 0.64
C 1.22 -3.58 1.52
F 0.39 -3.76 2.58
C 2.28 -4.47 1.46
F 2.53 -5.43 2.32
C 3.16 -4.24 0.34
F 4.36 -4.89 0.25
C 2.83 -3.36 -0.62
F 3.57 -3.15 -1.71
C 1.74 -2.54 -0.46
F 1.56 -1.48 -1.29
C -2.33 -2.38 0.80
C -2.42 -3.73 0.65
F -1.31 -4.47 0.59
C -3.63 -4.41 0.72
F -3.64 -5.73 0.75
C -4.78 -3.64 0.79
F -5.98 -4.18 0.83
C -4.71 -2.26 0.84
F -5.82 -1.57 1.01
C -3.49 -1.62 0.75
F -3.51 -0.26 0.68
*
```

Values from the calculation:
HOMO-LUMO gap (alpha / beta) ... 0.2080 / 0.2073 Ha
Energy ... -252461.5394 eV
ΔE to the lowest compared entry with this formula, charge and spin ... 1.145 eV

3.
A 10-piece molecular cluster, C26H66Cl8N2O18P4 overall in a non-equilibrium geometry. Source: the OMol25 dataset; level of theory: ωB97M-V/def2-TZVPD.

```
! RIJCOSX wB97M-V def2-TZVPD def2/J DEFGRID3
* xyz 0 1
C 4.72 -3.66 0.08
O 5.22 -3.35 1.33
P 4.37 -3.40 2.71
O 3.87 -4.71 3.09
O 5.42 -2.73 3.74
C 6.24 -3.46 4.60
O 3.24 -2.27 2.53
C 3.64 -0.92 2.61
H 5.27 -4.44 -0.45
H 4.72 -2.72 -0.47
H 3.73 -4.12 0.00
H 5.80 -3.37 5.60
H 7.22 -2.99 4.63
H 6.37 -4.51 4.35
H 2.76 -0.27 2.55
H 4.28 -0.66 1.78
H 4.16 -0.65 3.53
C -1.57 2.21 3.97
O -2.36 1.07 3.72
P -3.25 0.32 4.85
O -4.61 0.88 5.11
O -2.23 0.28 6.08
C -1.03 -0.44 6.16
O -3.30 -1.23 4.45
C -3.99 -2.15 5.21
H -0.54 1.94 4.19
H -1.95 2.83 4.78
H -1.50 2.76 3.04
H -0.72 -0.93 5.23
H -1.08 -1.25 6.89
H -0.24 0.20 6.54
H -5.02 -2.04 4.85
H -3.93 -1.94 6.27
H -3.67 -3.18 5.01
C 1.12 3.59 -4.31
O 0.89 2.24 -4.05
P 0.13 1.36 -5.19
O 0.03 -0.13 -4.95
O 0.91 1.83 -6.54
C 0.99 1.07 -7.70
O -1.35 2.06 -5.33
C -2.33 1.93 -4.29
H 0.66 4.20 -3.54
H 0.70 3.99 -5.23
H 2.19 3.71 -4.49
H 1.87 0.43 -7.74
H 1.06 1.64 -8.63
H 0.09 0.46 -7.85
H -2.26 1.04 -3.67
H -3.31 1.94 -4.76
H -2.24 2.80 -3.63
C -3.66 -1.84 1.22
O -3.35 -3.11 1.89
P -1.80 -3.60 1.72
O -1.39 -3.88 0.33
O -0.97 -2.43 2.49
C 0.44 -2.64 2.56
O -1.78 -4.85 2.74
C -2.27 -6.17 2.44
H -3.32 -0.93 1.72
H -4.74 -1.69 1.12
H -3.31 -1.80 0.19
H 0.86 -3.65 2.65
H 0.83 -2.01 3.36
H 0.95 -2.15 1.73
H -2.31 -6.25 1.36
H -3.29 -6.29 2.82
H -1.72 -6.96 2.96
C 0.74 -6.00 -2.14
N 0.74 -4.59 -1.69
C 1.49 -3.62 -2.24
C 1.15 -2.15 -1.92
O 2.40 -3.88 -3.04
H -0.24 -6.26 -2.55
H 0.83 -6.73 -1.34
H 1.47 -6.22 -2.92
H 0.07 -4.39 -0.97
H 2.07 -1.59 -1.74
H 0.39 -2.09 -1.15
H 0.62 -1.60 -2.70
C -4.10 6.29 0.31
N -3.07 5.40 -0.16
C -2.88 5.07 -1.46
C -3.81 5.59 -2.51
O -1.93 4.32 -1.72
H -4.95 5.70 0.66
H -4.43 7.03 -0.42
H -3.77 6.86 1.18
H -2.30 5.17 0.44
H -4.81 5.16 -2.39
H -3.50 5.24 -3.49
H -3.86 6.67 -2.49
Cl 2.20 4.78 -0.85
C 0.96 5.68 0.03
C 0.71 5.04 1.40
Cl -0.61 5.89 2.27
H 0.09 5.68 -0.63
H 1.25 6.73 -0.06
H 1.54 5.15 2.11
H 0.46 3.99 1.37
Cl -4.36 -0.92 -4.66
C -3.88 -1.32 -3.02
C -2.51 -1.96 -2.87
Cl -2.63 -3.62 -3.52
H -4.61 -1.97 -2.52
H -3.94 -0.35 -2.52
H -2.30 -1.98 -1.81
H -1.68 -1.42 -3.33
Cl -1.53 0.65 -1.03
C -0.31 1.91 -0.68
C 0.92 1.42 0.08
Cl 0.39 0.77 1.64
H -0.89 2.50 0.04
H -0.16 2.51 -1.58
H 1.63 2.23 0.26
H 1.34 0.58 -0.47
Cl 4.80 2.74 0.21
C 5.48 2.41 -1.46
C 5.10 0.99 -1.96
Cl 3.38 0.80 -2.16
H 6.55 2.62 -1.48
H 5.06 3.17 -2.12
H 5.47 0.22 -1.28
H 5.40 0.65 -2.96
*
```

Values from the calculation:
SMILES ... COP(=O)(OC)OC.COP(=O)(OC)OC.COP(=O)(OC)OC.COP(=O)(OC)OC.CNC(C)=O.CNC(C)=O.ClCCCl.ClCCCl.ClCCCl.ClCCCl
HOMO-LUMO gap ... 0.3257 Ha
Energy ... -205212.0131 eV